# 1
A 14-piece molecular cluster, C70H178N10O26 overall. Source: the Open Molecules 2025 dataset; level of theory: the ωB97M-V functional and the def2-TZVPD basis.

Geometry (Å):
C1 -1.655 -8.182 1.961
O1 -0.422 -7.703 1.552
C2 0.708 -8.351 2.138
C3 1.885 -7.417 2.211
N1 2.234 -7.071 0.840
C4 3.453 -6.217 0.672
C5 3.527 -5.741 -0.785
O2 2.423 -4.919 -1.124
C6 2.470 -3.625 -0.468
H1 -1.687 -9.250 1.741
H2 -2.461 -7.621 1.488
H3 -1.770 -8.058 3.037
H4 0.908 -9.263 1.574
H5 0.426 -8.639 3.151
H6 2.731 -7.837 2.755
H7 1.608 -6.481 2.695
H8 1.397 -6.611 0.513
H9 4.397 -6.680 0.957
H10 3.392 -5.295 1.250
H11 3.391 -6.560 -1.491
H12 4.451 -5.234 -1.066
H13 3.523 -3.345 -0.471
H14 2.121 -3.672 0.564
H15 1.806 -2.911 -0.956
C7 -2.148 -4.638 3.772
O3 -2.802 -3.842 4.698
C8 -1.846 -3.350 5.688
C9 -2.150 -1.872 6.030
N2 -3.500 -1.706 6.582
C10 -3.671 -0.562 7.513
C11 -5.214 -0.397 7.904
O4 -5.676 -1.454 8.738
C12 -5.092 -1.441 10.065
H16 -1.357 -4.048 3.310
H17 -2.843 -4.929 2.984
H18 -1.639 -5.541 4.112
H19 -0.777 -3.354 5.476
H20 -1.902 -4.050 6.522
H21 -1.890 -1.132 5.274
H22 -1.427 -1.478 6.744
H23 -4.048 -1.463 5.769
H24 -3.343 0.347 7.009
H25 -3.125 -0.757 8.437
H26 -5.794 -0.398 6.981
H27 -5.376 0.551 8.416
H28 -5.164 -0.453 10.518
H29 -4.019 -1.636 10.055
H30 -5.559 -2.182 10.715
C13 4.530 3.481 1.400
O5 5.489 2.663 2.137
C14 6.254 3.465 3.056
C15 7.241 2.564 3.851
N3 6.585 1.580 4.719
C16 5.841 2.172 5.880
C17 4.742 1.131 6.247
O6 4.178 0.579 5.085
C18 3.230 1.412 4.402
H31 3.791 3.891 2.089
H32 4.067 2.853 0.639
H33 5.095 4.302 0.961
H34 5.596 3.977 3.758
H35 6.837 4.153 2.445
H36 7.779 3.192 4.562
H37 8.056 2.237 3.206
H38 5.865 1.040 4.262
H39 5.360 3.124 5.655
H40 6.483 2.346 6.743
H41 4.023 1.457 6.999
H42 5.266 0.281 6.683
H43 3.619 2.326 3.953
H44 2.377 1.636 5.042
H45 2.767 0.826 3.608
C19 0.431 3.931 0.423
O7 1.840 3.924 0.178
C20 2.272 4.958 -0.713
C21 2.008 6.434 -0.230
N4 2.556 6.586 1.126
C22 3.918 7.103 1.086
C23 4.723 7.048 2.397
O8 4.456 8.125 3.323
C24 4.920 9.394 2.959
H46 0.102 2.941 0.738
H47 -0.096 4.141 -0.508
H48 0.139 4.623 1.213
H49 1.800 4.803 -1.684
H50 3.346 4.876 -0.884
H51 0.936 6.629 -0.217
H52 2.479 7.243 -0.788
H53 2.458 5.665 1.528
H54 3.990 8.094 0.639
H55 4.451 6.549 0.313
H56 5.785 7.107 2.156
H57 4.620 6.089 2.904
H58 4.397 10.205 3.466
H59 4.803 9.679 1.914
H60 5.967 9.451 3.258
C25 6.080 1.489 -1.713
O9 5.409 1.652 -2.916
C26 4.655 2.868 -3.012
C27 4.239 3.191 -4.440
N5 5.374 3.757 -5.210
C28 4.992 4.052 -6.586
C29 3.771 4.971 -6.847
O10 3.812 5.223 -8.260
C30 2.806 6.072 -8.691
H61 5.398 1.341 -0.875
H62 6.718 2.362 -1.575
H63 6.782 0.656 -1.690
H64 5.230 3.646 -2.509
H65 3.790 2.628 -2.394
H66 3.323 3.781 -4.413
H67 3.992 2.249 -4.928
H68 6.145 3.104 -5.228
H69 4.751 3.151 -7.150
H70 5.817 4.386 -7.215
H71 3.897 5.875 -6.251
H72 2.821 4.456 -6.712
H73 2.961 6.189 -9.764
H74 2.801 7.055 -8.221
H75 1.809 5.663 -8.526
C31 0.845 -5.923 -5.416
O11 1.517 -4.666 -5.418
C32 1.209 -3.999 -4.251
C33 2.159 -2.797 -3.922
N6 2.183 -1.831 -5.035
C34 3.251 -0.895 -4.852
C35 4.701 -1.451 -5.000
O12 4.640 -2.303 -6.149
C36 5.828 -3.038 -6.430
H76 -0.235 -5.830 -5.301
H77 1.257 -6.671 -4.739
H78 0.994 -6.332 -6.415
H79 1.204 -4.659 -3.383
H80 0.190 -3.614 -4.269
H81 3.172 -3.200 -3.936
H82 1.859 -2.316 -2.991
H83 2.333 -2.459 -5.811
H84 3.191 -0.452 -3.858
H85 3.080 -0.062 -5.535
H86 5.040 -1.846 -4.042
H87 5.355 -0.645 -5.334
H88 6.732 -2.495 -6.151
H89 5.975 -3.198 -7.498
H90 5.934 -4.032 -5.996
C37 -0.782 -4.930 0.094
O13 -1.390 -3.675 0.328
C38 -2.116 -3.230 -0.774
C39 -2.570 -1.786 -0.539
N7 -1.508 -0.753 -0.627
C40 -0.884 -0.585 -1.945
C41 0.282 0.355 -1.806
O14 1.300 -0.307 -1.061
C42 2.387 0.496 -0.564
H91 -0.057 -4.870 -0.717
H92 -1.507 -5.740 0.017
H93 -0.124 -5.165 0.931
H94 -3.063 -3.761 -0.874
H95 -1.524 -3.367 -1.679
H96 -3.086 -1.714 0.418
H97 -3.337 -1.589 -1.288
H98 -0.796 -0.942 0.064
H99 -1.545 -0.281 -2.756
H100 -0.395 -1.490 -2.307
H101 -0.063 1.239 -1.270
H102 0.719 0.544 -2.786
H103 2.745 1.007 -1.458
H104 3.172 -0.136 -0.150
H105 2.072 1.189 0.216
C43 -5.108 5.624 4.646
O15 -5.407 4.248 4.663
C44 -5.022 3.570 3.451
C45 -5.257 2.039 3.464
N8 -6.656 1.722 3.253
C46 -6.907 0.265 3.133
C47 -6.487 -0.632 4.375
O16 -5.066 -0.851 4.412
C48 -4.436 -1.490 3.245
H106 -4.052 5.859 4.514
H107 -5.471 6.212 5.489
H108 -5.664 6.111 3.845
H109 -3.987 3.807 3.205
H110 -5.570 4.009 2.618
H111 -5.052 1.784 4.504
H112 -4.488 1.567 2.853
H113 -7.263 2.009 4.007
H114 -6.609 -0.248 2.220
H115 -7.992 0.300 3.027
H116 -6.960 -1.613 4.330
H117 -6.894 0.002 5.163
H118 -4.831 -2.472 2.984
H119 -3.380 -1.576 3.501
H120 -4.546 -0.767 2.437
C49 -2.788 -3.986 -4.619
O17 -3.259 -2.758 -4.191
C50 -4.273 -2.123 -4.982
C51 -4.882 -0.866 -4.327
N9 -5.253 -1.146 -2.956
C52 -6.476 -1.758 -2.691
C53 -6.452 -2.251 -1.180
O18 -5.557 -3.302 -0.932
C54 -5.827 -4.491 -1.692
H121 -2.167 -3.854 -5.505
H122 -3.706 -4.534 -4.832
H123 -2.252 -4.554 -3.858
H124 -5.063 -2.848 -5.177
H125 -4.033 -1.737 -5.973
H126 -5.734 -0.418 -4.839
H127 -4.122 -0.090 -4.241
H128 -4.590 -1.846 -2.655
H129 -6.529 -2.562 -3.426
H130 -7.310 -1.104 -2.945
H131 -7.381 -2.699 -0.828
H132 -6.254 -1.431 -0.490
H133 -5.375 -5.335 -1.172
H134 -5.500 -4.559 -2.729
H135 -6.897 -4.686 -1.615
C55 0.470 -0.756 2.511
O19 0.211 0.420 3.332
C56 -0.992 1.091 2.989
C57 -1.126 2.469 3.658
N10 -1.286 2.393 5.127
C58 -1.752 3.724 5.696
C59 -0.778 4.839 5.307
O20 -1.113 5.328 4.033
C60 -0.258 6.394 3.586
H136 0.459 -0.610 1.431
H137 -0.194 -1.592 2.733
H138 1.467 -1.127 2.749
H139 -1.794 0.480 3.401
H140 -1.026 1.203 1.905
H141 -1.976 3.079 3.352
H142 -0.254 3.045 3.345
H143 -0.310 2.247 5.344
H144 -1.752 3.681 6.785
H145 -2.773 4.027 5.464
H146 0.248 4.479 5.380
H147 -0.838 5.621 6.065
H148 -0.585 6.716 2.598
H149 0.786 6.080 3.578
H150 -0.329 7.234 4.276
C61 0.334 -7.979 -2.103
C62 0.984 -9.335 -1.656
O21 2.282 -9.104 -1.172
O22 -0.964 -8.123 -2.650
H151 0.980 -7.311 -2.674
H152 0.145 -7.455 -1.166
H153 0.951 -10.056 -2.473
H154 0.391 -9.799 -0.869
H155 2.216 -8.545 -0.395
H156 -1.387 -8.863 -2.207
C63 -4.247 1.249 -0.247
C64 -4.965 2.582 0.009
O23 -6.282 2.246 0.459
O24 -2.979 1.629 -0.647
H157 -4.864 0.685 -0.946
H158 -4.064 0.641 0.639
H159 -5.083 3.092 -0.947
H160 -4.406 3.237 0.677
H161 -6.314 2.130 1.412
H162 -2.521 0.804 -0.824
C65 -1.781 0.781 -6.576
C66 -0.922 -0.300 -5.953
C67 -0.652 -1.523 -6.896
O25 0.318 0.247 -5.497
H163 -2.693 0.400 -7.035
H164 -1.258 1.363 -7.334
H165 -2.220 1.482 -5.866
H166 -1.484 -0.656 -5.090
H167 -1.579 -2.076 -7.050
H168 0.056 -2.243 -6.484
H169 -0.224 -1.146 -7.824
H170 0.978 -0.420 -5.294
C68 0.562 5.090 -4.366
C69 0.218 3.548 -4.389
C70 -1.221 3.243 -3.898
O26 0.289 3.065 -5.707
H171 0.518 5.369 -3.314
H172 -0.251 5.574 -4.908
H173 1.496 5.354 -4.863
H174 0.969 3.031 -3.791
H175 -1.976 3.596 -4.602
H176 -1.298 3.735 -2.929
H177 -1.396 2.191 -3.672
H178 0.043 2.139 -5.644

The HOMO energy is -8.1386 eV. Its frontier orbital gap is 8.5 eV. The calculated total energy is -5276.9904 hartree.


# 2
A 5-piece molecular cluster, C70H52F3IN2O10 overall. Source: the Open Molecules 2025 dataset; level of theory: the ωB97M-V functional and the def2-TZVPD basis.

Geometry (Å):
C1 1.076 -2.953 -0.499
C2 1.688 -4.106 -1.298
C3 2.512 -3.557 -2.467
C4 0.638 -5.081 -1.857
C5 -0.504 -5.440 -0.903
C6 -0.118 -6.624 -0.011
C7 -1.803 -5.812 -1.632
O1 -2.003 -5.102 -2.859
C8 -2.973 -4.097 -2.868
C9 -4.301 -4.670 -2.551
N1 -5.336 -5.085 -2.276
C10 -2.607 -3.007 -1.844
C11 -3.412 -1.711 -1.899
O2 -4.792 -1.876 -1.744
C12 -2.898 -0.759 -0.813
F1 -1.548 -0.732 -0.761
F2 -3.333 -1.138 0.405
F3 -3.318 0.497 -1.024
C13 -2.956 -3.488 -4.300
I1 -2.400 -4.921 -5.816
C14 -4.218 -2.919 -4.725
N2 -5.210 -2.437 -5.047
H1 0.999 -3.221 0.556
H2 0.069 -2.702 -0.829
H3 1.705 -2.066 -0.548
H4 2.385 -4.655 -0.662
H5 3.233 -2.813 -2.132
H6 3.017 -4.349 -3.018
H7 1.838 -3.058 -3.169
H8 1.158 -6.013 -2.096
H9 0.268 -4.695 -2.806
H10 -0.722 -4.619 -0.218
H11 0.831 -6.436 0.488
H12 -0.869 -6.793 0.761
H13 -0.045 -7.535 -0.605
H14 -2.656 -5.663 -0.967
H15 -1.788 -6.869 -1.900
H16 -1.556 -2.783 -2.022
H17 -2.687 -3.412 -0.833
H18 -3.271 -1.183 -2.843
H19 -4.978 -2.509 -1.039
H20 -2.193 -2.717 -4.353
C15 9.126 -1.796 -5.443
C16 8.573 -2.395 -4.317
C17 7.417 -3.149 -4.427
C18 6.805 -3.301 -5.665
C19 7.354 -2.690 -6.794
C20 8.519 -1.942 -6.679
C21 6.704 -2.812 -8.131
O3 7.186 -2.290 -9.113
C22 5.436 -3.593 -8.216
C23 4.784 -3.686 -9.439
C24 3.610 -4.412 -9.542
C25 3.084 -5.053 -8.425
C26 3.729 -4.963 -7.204
C27 4.905 -4.230 -7.093
C28 5.569 -4.129 -5.762
O4 5.114 -4.696 -4.791
H21 10.033 -1.212 -5.355
H22 9.046 -2.274 -3.352
H23 6.977 -3.625 -3.562
H24 8.935 -1.480 -7.563
H25 5.206 -3.185 -10.299
H26 3.101 -4.481 -10.494
H27 2.168 -5.623 -8.509
H28 3.332 -5.454 -6.326
C29 1.541 -6.480 6.757
C30 1.704 -5.601 7.822
C31 1.312 -4.279 7.699
C32 0.758 -3.827 6.508
C33 0.605 -4.708 5.434
C34 0.993 -6.035 5.566
C35 0.042 -4.246 4.132
O5 -0.093 -5.011 3.199
C36 -0.338 -2.811 4.016
C37 -0.822 -2.344 2.803
C38 -1.181 -1.014 2.660
C39 -1.072 -0.146 3.740
C40 -0.596 -0.610 4.955
C41 -0.216 -1.937 5.099
C42 0.333 -2.400 6.404
O6 0.439 -1.644 7.347
H29 1.844 -7.514 6.857
H30 2.138 -5.950 8.749
H31 1.428 -3.584 8.520
H32 0.862 -6.705 4.728
H33 -0.905 -3.032 1.973
H34 -1.547 -0.657 1.706
H35 -1.353 0.894 3.637
H36 -0.515 0.063 5.798
C43 1.520 2.243 8.210
C44 1.691 3.189 9.216
C45 1.258 4.492 9.032
C46 0.651 4.860 7.838
C47 0.490 3.914 6.826
C48 0.927 2.611 7.016
C49 -0.144 4.266 5.525
O7 -0.306 3.431 4.659
C50 -0.577 5.677 5.329
C51 -1.136 6.042 4.111
C52 -1.561 7.343 3.907
C53 -1.432 8.285 4.922
C54 -0.872 7.927 6.138
C55 -0.439 6.623 6.346
C56 0.170 6.262 7.661
O8 0.271 7.078 8.552
H37 1.848 1.222 8.356
H38 2.162 2.906 10.148
H39 1.380 5.235 9.809
H40 0.782 1.900 6.215
H41 -1.232 5.298 3.333
H42 -1.994 7.618 2.954
H43 -1.769 9.301 4.763
H44 -0.765 8.649 6.936
C57 -5.535 4.641 -1.987
C58 -4.325 4.401 -1.344
C59 -3.480 5.454 -1.037
C60 -3.839 6.753 -1.378
C61 -5.048 6.992 -2.034
C62 -5.896 5.932 -2.332
C63 -5.447 8.371 -2.438
O9 -6.501 8.582 -2.997
C64 -4.499 9.483 -2.133
C65 -4.825 10.772 -2.535
C66 -3.966 11.821 -2.255
C67 -2.779 11.588 -1.568
C68 -2.449 10.305 -1.167
C69 -3.304 9.248 -1.451
C70 -2.919 7.872 -1.025
O10 -1.891 7.668 -0.414
H45 -6.195 3.816 -2.221
H46 -4.043 3.389 -1.082
H47 -2.538 5.284 -0.534
H48 -6.831 6.134 -2.835
H49 -5.753 10.938 -3.065
H50 -4.219 12.824 -2.572
H51 -2.111 12.410 -1.348
H52 -1.529 10.107 -0.634

The HOMO energy is -9.7730 eV. Its frontier orbital gap is 8.7 eV. The calculated total energy is -4157.9613 hartree.